Formula: C5H10NO
Source: the OMol25 dataset
Level of theory: ωB97M-V/def2-TZVPD

Each line ends with the Löwdin charge.
CARTESIAN COORDINATES (ANGSTROEM)
C1 0.25 2.51 -0.96  0.00
N1 -0.44 1.25 -0.95  0.07
C2 -0.23 0.29 -0.17  -0.01
C3 0.80 -0.24 0.99  -0.04
C4 0.37 -1.87 1.31  0.05
C5 -0.76 -1.26 0.11  -0.27
O1 -0.84 -1.94 -1.08  0.01
H1 -0.47 3.33 -0.96  0.11
H2 0.91 2.61 -0.10  0.11
H3 0.85 2.59 -1.87  0.11
H4 -1.16 1.15 -1.68  0.20
H5 0.73 0.38 1.89  0.11
H6 1.81 -0.20 0.60  0.11
H7 1.07 -2.57 0.92  0.09
H8 -0.10 -2.02 2.26  0.08
H9 -1.72 -1.15 0.63  0.15
H10 -1.08 -2.87 -0.94  0.13

Values from the calculation:
E_HOMO: -13.616 eV
energy relative to the best compared isomer or geometry (same formula, charge and spin): 91.1 kcal/mol
DFT total energy: -8874.6300 eV
max |F|: 7.8 eV/Å
total charge: +1